Entry 1:
A single C4H7ClS molecule at a distorted geometry. Source: the OMol25 dataset; level of theory: ωB97M-V/def2-TZVPD.

The geometry in XYZ format:
```
13
Properties=species:S:1:pos:R:3
H 1.3009 -0.7367 -1.1846
H -2.3898 -0.5585 -0.4206
H -0.0195 -1.3804 1.4989
H 1.0586 0.8631 -1.5579
H -1.0118 -1.5951 -0.8711
S 2.4527 0.5962 0.3250
H 1.9077 1.7908 0.3952
C 1.1014 0.2014 -0.7465
C -0.6454 -0.5928 1.0849
C -0.2961 0.2682 -0.0815
H -1.2369 -0.0494 1.7631
C -1.3247 -0.7521 -0.3331
Cl -0.8972 1.9452 0.1280
```

Summary:
HOMO-LUMO gap = 10.140 eV
Structure (SMILES) = SCC1(Cl)CC1



Entry 2:
A gas-phase ion, C9H16BO2 (charge -1) at a distorted geometry. Source: the OMol25 dataset; level of theory: ωB97M-V/def2-TZVPD.

The geometry in XYZ format:
```
28
Properties=species:S:1:pos:R:3
C -0.5686 -1.2985 -0.6011
H -2.6407 -0.4987 -1.0253
O -0.2984 1.8310 0.3156
H -0.0599 -1.9114 1.5094
C 0.0381 2.3709 -0.9084
C 1.4244 1.9106 -1.5076
C 0.2000 -2.2197 0.4537
C -2.0384 0.1854 1.0463
H 0.0879 -0.4064 -0.8339
C -2.0244 -0.8724 -0.1472
O -0.6093 3.1872 -1.5343
H 1.8183 2.7433 -2.1624
H 1.3394 1.0006 -2.1572
C 2.9344 0.2326 1.5027
H 3.2931 0.9886 2.2355
B 1.8357 -2.0819 0.2086
H -1.2884 -0.1126 1.8372
H -2.3244 1.7592 -0.4497
H 2.1644 1.7917 -0.6638
H 2.3769 -3.0268 0.7278
C 2.4473 -0.7296 0.9170
H -3.0842 0.2175 1.4863
H -0.6667 -1.9177 -1.5472
C -1.7196 1.6515 0.4868
H 2.0614 -2.0522 -0.9808
H -2.0510 2.3543 1.3131
H -2.5396 -1.8059 0.2409
H -0.1077 -3.2909 0.2379
```

Summary:
HOMO-LUMO gap = 8.023 eV
Net charge = -1



Entry 3:
2 unconnected molecules or ions with the total composition H2NO2S at a distorted geometry. Source: the OMol25 dataset; level of theory: ωB97M-V/def2-TZVPD.

The geometry in XYZ format:
```
6
Properties=species:S:1:pos:R:3
N 0.3954 0.4071 0.1814
H -1.3676 -0.6206 0.4830
S 1.8785 0.5600 0.1363
H -1.4724 0.4259 -0.4502
O 2.6547 -0.5932 -0.3464
O -2.0886 -0.1791 -0.0041
```

Summary:
HOMO-LUMO gap = 8.065 eV
Net charge = -1



Entry 4:
3 unconnected molecules or ions with the total composition C5H12O3 at a distorted geometry. Source: the OMol25 dataset; level of theory: ωB97M-V/def2-TZVPD.

The geometry in XYZ format:
```
20
Properties=species:S:1:pos:R:3
H 0.0527 -2.8692 -1.4291
C -0.9169 -2.7873 -0.9421
O 0.7783 -2.7072 2.0456
H 3.5737 4.3626 2.6922
H -2.3337 -1.9886 0.2419
H -0.8032 0.1534 -0.0399
C 0.9143 -0.7981 0.5996
H 3.3964 2.9332 3.2384
H -1.6150 -3.4640 -1.4066
C -1.2767 -1.9352 0.0033
O 2.9849 3.6020 2.6855
H -3.6208 3.7681 -5.1029
H -1.0191 -0.5874 1.5377
H -3.3589 4.2950 -3.6952
H 2.5429 -2.1795 1.3085
C -0.5970 -0.7162 0.5492
O -2.9836 3.7339 -4.3823
H 1.4329 0.0194 1.1095
C 1.4552 -1.9811 1.3720
H 1.3936 -0.8538 -0.3852
```

Summary:
HOMO-LUMO gap = 10.044 eV
Structure (SMILES) = C=CCCC=O.O.O



Entry 5:
A molecular structure, C7H4Cl5N2O4OsS2 at a distorted geometry. Source: the OMol25 dataset; level of theory: ωB97M-V/def2-TZVPD.

The geometry in XYZ format:
```
25
Properties=species:S:1:pos:R:3
Cl -1.6150 1.0259 -0.8353
C -2.2380 -2.5318 0.4739
Cl -6.1063 -2.0859 -0.3908
Cl -4.2481 -4.2892 0.7817
C 1.0308 1.7391 2.4843
Cl -4.9002 0.6992 -1.2835
Cl -1.1624 -3.6987 1.0922
H 3.0660 1.8454 2.3992
N 0.8432 2.9128 3.0681
Os 0.0505 -0.4365 0.2139
C -3.6038 -2.7785 0.3292
O 0.8945 -1.6961 -1.4287
H -0.0954 3.2476 3.2103
S -0.3855 0.8013 2.1517
O 1.8175 -1.1893 0.6508
N 2.2437 1.2841 2.2371
O 3.3579 -1.1741 -1.3611
O 1.5135 0.5049 -0.9045
S 2.0462 -0.9553 -0.9140
C -2.5993 -0.3386 -0.3969
H 2.3714 0.3716 1.8165
C -3.9369 -0.5252 -0.5965
C -4.4505 -1.7818 -0.2032
C -1.7571 -1.2701 0.1415
H 1.6066 3.4765 3.4087
```

Summary:
HOMO-LUMO gap (alpha / beta) = 6.105 / 6.132 eV
Net charge = +1



Entry 6:
A single C10H23OP molecule at a distorted geometry. Source: the OMol25 dataset; level of theory: ωB97M-V/def2-TZVPD.

The geometry in XYZ format:
```
35
Properties=species:S:1:pos:R:3
H 1.0490 1.7967 0.0370
H -0.3632 -1.6697 -0.3462
H -2.2608 0.6899 1.3543
H -3.0561 0.9764 -1.2210
H -1.4288 -2.0331 -2.4268
P -1.1241 1.0256 2.1238
H -2.8112 -1.4976 -1.4737
C 2.0234 -1.1494 0.6881
H -2.4473 -0.7935 -2.9658
C -2.0091 1.0733 -1.4021
C -0.8786 -0.7917 0.0112
H 1.5754 -2.0408 1.0089
C 1.6301 0.3071 2.7236
H -0.0914 -1.2161 1.8500
C -1.9944 -1.2079 -2.1052
O -0.7562 2.3077 1.2590
H 0.6340 0.9266 -2.0291
C -0.1579 -0.1973 1.2762
H -0.3062 2.9871 1.6430
C 1.8665 1.2615 0.3279
H 1.8474 -0.6142 3.2705
H 3.0545 -1.1505 0.8419
H -0.0966 -0.0273 -3.2035
H 2.5888 0.9757 2.7188
H 2.3626 0.7936 -0.6064
H 0.7327 -0.8774 -2.0439
H -1.9483 1.5856 -2.3246
H 1.8074 -1.0732 -0.3917
H 2.5792 1.9607 0.7292
C 0.1755 -0.0169 -2.2471
C 1.3924 0.0830 1.2235
H 0.7421 0.8388 3.2138
H -1.8833 -1.1806 0.3105
C -1.1061 -0.1846 -1.3842
H -1.8259 1.8407 -0.6374
```

Summary:
HOMO-LUMO gap = 9.270 eV
Structure (SMILES) = CC(C)(C)C[C@H](PO)C(C)(C)C



Entry 7:
A molecular structure, C17H28LuNO2P2 at a distorted geometry. Source: the OMol25 dataset; level of theory: ωB97M-V/def2-TZVPD.

The geometry in XYZ format:
```
51
Properties=species:S:1:pos:R:3
C 2.4070 0.0193 3.6929
C 1.8154 -0.8999 4.5705
H 2.4997 -3.7708 -1.5114
N -0.4295 0.4292 -1.8766
H -4.3661 -2.2399 0.2740
H 2.2424 -1.0664 5.5659
H 0.8307 -0.2071 -4.9484
Lu -0.8504 -0.4282 0.2114
H 1.1247 3.5366 -0.2874
H -0.6280 1.7796 -5.5158
H 2.1290 -3.6616 0.2543
H -2.5547 -5.5787 1.4907
H -2.2729 3.9166 1.4119
C 1.8464 0.2412 2.4168
H 0.9891 3.6842 1.4463
C -0.5047 1.4552 -4.4867
O -4.4442 -1.4952 -0.3626
C 0.3274 -0.1102 -2.8766
P -0.7736 2.2236 0.5889
C 1.2198 -1.2853 -2.6168
O -2.4707 -4.6660 1.1238
C -2.0589 2.8796 1.7078
C -1.6627 2.3943 -1.0311
H -0.7527 -3.9998 -0.8988
H -1.7265 3.0388 -3.5949
C -1.1246 2.1365 -3.4367
H 2.2859 -0.9971 -2.6055
H 0.2058 -3.9635 -2.4455
C 0.6837 -0.4432 2.0531
H -1.6127 3.4762 -1.2369
H -0.1797 4.5688 0.3826
C 0.2702 0.3398 -4.1800
C -1.0147 1.6297 -2.1569
H -1.6905 2.8258 2.7397
C 2.2978 -3.0994 -0.6687
H -2.7249 2.0836 -0.9350
H -2.9715 2.2713 1.6911
C 0.1136 -1.3908 2.9098
H 3.1622 -2.4599 -0.4725
C 0.6687 -1.6123 4.1867
H -0.7635 -1.9862 2.6251
H -1.2468 -2.9362 -2.1838
H -5.3795 -1.5949 -0.6540
H -1.6032 -4.3717 1.4538
C 0.3926 3.6378 0.5237
C -0.3557 -3.3718 -1.7071
H 1.0827 -2.0298 -3.4178
P 0.8206 -2.1261 -1.0289
H 3.3091 0.5730 3.9924
H 2.3427 0.9500 1.7539
H 0.1918 -2.3390 4.8585
```

Summary:
HOMO-LUMO gap = 7.431 eV
Net charge = +2



Relative energy (zero: lowest compared OMol25 entry of this formula, charge and spin) / kcal per mole: 15.6, 0.0, 8.5, 50.0, 12.4, 28.2, 16.7